No. 1
{"formula": "C5H10O2", "method": "ωB97M-V with the def2-TZVPD basis set", "elements": ["O", "O", "C", "C", "C", "C", "C", "H", "H", "H", "H", "H", "H", "H", "H", "H", "H"], "coordinates": [[-0.659, 2.509, 1.689], [-1.040, -1.369, -1.316], [0.380, -0.146, -2.646], [0.539, -0.242, -0.062], [0.138, -0.647, 1.195], [-0.001, -0.606, -1.298], [0.788, -0.204, 2.304], [1.291, 0.516, -0.099], [-0.536, 1.972, 2.393], [-0.083, 2.473, 0.944], [1.125, 0.673, -2.727], [-0.470, 0.292, -3.412], [0.455, -0.304, 3.296], [1.745, 0.261, 2.136], [0.985, -0.901, -3.222], [-1.405, -1.465, -0.417], [-0.577, -1.568, 1.168]], "lowdin_charge": [-0.005, 0.077, -0.049, -0.122, -0.207, -0.417, -0.010, 0.102, -0.048, 0.020, 0.075, 0.145, 0.037, 0.062, 0.092, 0.107, 0.140], "smiles": "C=C/C=C(/C)O.O", "homo_ev": -7.815, "fmax_ev_per_a": 5.2, "de_lowest_kj_mol": 344.5}

No. 2
{"formula": "C5H10O2", "method": "ωB97M-V with the def2-TZVPD basis set", "elements": ["O", "O", "C", "C", "C", "C", "C", "H", "H", "H", "H", "H", "H", "H", "H", "H", "H"], "coordinates": [[0.682, -0.654, -0.808], [1.934, -0.002, 1.004], [-2.202, 0.996, -0.954], [1.121, 0.644, -0.962], [1.844, 1.019, 0.082], [1.172, -1.083, 0.465], [0.029, -1.452, 1.385], [-1.655, 0.095, -1.242], [-0.526, -2.300, 0.972], [-1.584, 1.585, -0.269], [0.812, 1.163, -1.855], [1.848, -1.931, 0.297], [0.408, -1.730, 2.373], [-0.654, -0.604, 1.486], [2.335, 1.948, 0.325], [-2.429, 1.594, -1.841], [-3.133, 0.712, -0.459]], "lowdin_charge": [-0.051, -0.030, -0.052, -0.126, -0.100, -0.368, -0.003, 0.008, 0.088, 0.018, 0.124, 0.154, 0.088, 0.088, 0.122, 0.020, 0.019], "smiles": "CC1OC=CO1.C", "homo_ev": -8.031, "fmax_ev_per_a": 0.4, "de_lowest_kj_mol": 218.5}

No. 3
{"formula": "C5H10O2", "method": "ωB97M-V with the def2-TZVPD basis set", "elements": ["O", "O", "C", "C", "C", "C", "C", "H", "H", "H", "H", "H", "H", "H", "H", "H", "H"], "coordinates": [[1.467, 0.949, 0.198], [-0.854, 1.267, -0.018], [-1.192, -0.914, 0.126], [0.107, -0.442, 0.696], [-1.640, 0.295, -0.645], [-1.033, -0.599, 1.612], [2.218, 0.478, -0.904], [0.590, 1.381, -0.122], [1.572, 0.232, -1.757], [-1.551, 0.276, 1.986], [-1.326, -1.942, -0.210], [-2.714, 0.523, -0.553], [0.998, -1.046, 0.807], [2.951, 1.234, -1.206], [-0.931, -1.427, 2.312], [-1.425, 0.161, -1.722], [2.762, -0.424, -0.599]], "lowdin_charge": [-0.146, -0.228, -0.199, -0.005, -0.291, -0.054, -0.117, 0.053, 0.094, 0.122, 0.134, 0.114, 0.124, 0.088, 0.112, 0.112, 0.085], "homo_ev": [-8.869, -8.869], "fmax_ev_per_a": 0.3, "de_lowest_kj_mol": 624.8}

No. 4
{"formula": "C5H10O2", "method": "ωB97M-V with the def2-TZVPD basis set", "elements": ["O", "O", "C", "C", "C", "C", "C", "H", "H", "H", "H", "H", "H", "H", "H", "H", "H"], "coordinates": [[4.148, 2.735, -3.166], [-2.450, 2.534, 0.241], [0.211, -1.375, 1.009], [-0.844, -0.810, 0.419], [-1.191, 0.623, 0.282], [-2.417, 1.104, 0.301], [0.211, -2.873, 1.364], [-3.437, 0.852, 0.546], [-0.258, 1.247, 0.180], [-1.548, 2.755, -0.159], [0.382, -3.662, 0.580], [3.545, 3.439, -3.373], [0.856, -3.098, 2.264], [-1.525, -1.501, 0.012], [0.908, -0.893, 1.705], [-0.850, -3.142, 1.628], [4.260, 2.066, -3.831]], "lowdin_charge": [-0.048, -0.085, -0.161, -0.145, -0.116, -0.138, -0.131, 0.124, 0.134, 0.107, 0.074, 0.024, 0.075, 0.091, 0.098, 0.073, 0.025], "smiles": "C/C=C/C=C/O.O", "homo_ev": -8.343, "fmax_ev_per_a": 4.2, "de_lowest_kj_mol": 338.6}

No. 5
{"formula": "C5H10O2", "method": "ωB97M-V with the def2-TZVPD basis set", "elements": ["O", "O", "C", "C", "C", "C", "C", "H", "H", "H", "H", "H", "H", "H", "H", "H", "H"], "coordinates": [[0.710, -0.123, -2.660], [1.180, -0.695, 1.490], [-0.523, 2.820, 0.289], [-0.501, -2.127, 0.460], [-0.525, 0.348, 0.234], [0.082, 1.660, 0.498], [0.065, -0.747, 0.699], [-0.079, 3.793, 0.367], [-1.329, 0.219, -0.467], [1.152, 1.647, 0.655], [1.143, -1.411, 2.137], [-1.551, 2.769, -0.047], [-1.322, -1.992, -0.252], [-0.999, -2.520, 1.348], [1.475, -0.545, -3.069], [0.167, -2.871, 0.029], [0.856, -0.225, -1.711]], "lowdin_charge": [-0.059, 0.034, 0.009, -0.031, -0.091, -0.173, -0.411, 0.047, 0.117, 0.102, 0.110, 0.056, 0.082, 0.084, 0.037, 0.083, 0.004], "smiles": "C=C/C=C(/C)O.O", "homo_ev": -8.458, "fmax_ev_per_a": 1.6, "de_lowest_kj_mol": 213.1}

No. 6
{"formula": "C5H10O2", "method": "ωB97M-V with the def2-TZVPD basis set", "elements": ["O", "O", "C", "C", "C", "C", "C", "H", "H", "H", "H", "H", "H", "H", "H", "H", "H"], "coordinates": [[-3.858, -2.547, -2.997], [3.230, 1.635, 0.823], [-0.362, 0.837, 0.656], [2.391, 1.041, 0.208], [1.883, -0.348, 0.470], [-0.315, 1.432, 1.842], [0.362, -0.476, 0.341], [1.910, 1.514, -0.678], [-4.666, -2.740, -3.491], [-3.739, -1.616, -3.226], [0.016, -0.712, -0.667], [2.411, -0.962, -0.271], [-0.979, 2.273, 2.027], [-0.939, 1.329, -0.118], [-0.038, -1.225, 1.018], [0.395, 1.258, 2.642], [2.299, -0.691, 1.421]], "lowdin_charge": [-0.067, 0.060, -0.198, -0.310, -0.166, 0.002, -0.190, 0.130, 0.034, 0.032, 0.103, 0.120, 0.055, 0.095, 0.109, 0.070, 0.119], "smiles": "C=CCCC=O.O", "homo_ev": -9.616, "fmax_ev_per_a": 1.4, "de_lowest_kj_mol": 235.1}

No. 7
{"formula": "C5H10O2", "method": "ωB97M-V with the def2-TZVPD basis set", "elements": ["O", "O", "C", "C", "C", "C", "C", "H", "H", "H", "H", "H", "H", "H", "H", "H", "H"], "coordinates": [[-1.102, 0.613, -0.061], [-0.498, -2.037, 0.519], [1.340, -1.309, -1.482], [1.396, -0.737, -0.287], [0.396, -0.990, 0.819], [-1.231, 1.990, -0.306], [-0.385, 0.291, 1.109], [-1.077, 0.123, 1.947], [-0.256, 2.497, -0.240], [-1.085, -1.698, -0.172], [0.306, 1.101, 1.384], [-1.922, 2.475, 0.401], [-1.618, 2.106, -1.323], [2.058, -1.078, -2.262], [0.924, -1.290, 1.734], [0.570, -2.040, -1.719], [2.184, -0.016, -0.059]], "lowdin_charge": [-0.194, -0.027, 0.023, -0.124, -0.380, -0.106, -0.192, 0.134, 0.089, 0.092, 0.125, 0.091, 0.091, 0.056, 0.152, 0.063, 0.108], "smiles": "C=C[C@H](O)COC", "homo_ev": -9.774, "fmax_ev_per_a": 0.3, "de_lowest_kj_mol": 227.0}

No. 8
{"formula": "C5H10O2", "method": "ωB97M-V with the def2-TZVPD basis set", "elements": ["O", "O", "C", "C", "C", "C", "C", "H", "H", "H", "H", "H", "H", "H", "H", "H", "H"], "coordinates": [[2.080, 0.300, 1.289], [-2.100, 1.249, 0.217], [-0.028, 0.329, -0.485], [-2.492, 0.398, -0.833], [-0.922, 0.632, 0.679], [2.188, -0.383, 0.053], [0.790, -0.896, -0.301], [-1.198, -0.246, 1.299], [2.545, 0.283, -0.744], [2.932, 0.708, 1.482], [-0.357, 1.329, 1.314], [-2.831, -0.581, -0.445], [0.894, -1.445, -1.247], [-1.572, 0.281, -1.451], [-3.256, 0.874, -1.442], [0.460, -1.591, 0.487], [2.868, -1.242, 0.128]], "lowdin_charge": [-0.064, -0.169, 0.064, -0.126, -0.297, -0.275, -0.230, 0.127, 0.120, 0.095, 0.139, 0.101, 0.125, 0.061, 0.096, 0.114, 0.118], "homo_ev": -8.251, "fmax_ev_per_a": 0.7, "de_lowest_kj_mol": 557.7}